# 1
# C33H51O35PS

A molecular structure, C33H51O35PS in a non-equilibrium geometry (wB97M-V/def2-TZVPD, the Open Molecules 2025 dataset).

The geometry in ORCA input format:
```
! RIJCOSX wB97M-V def2-TZVPD def2/J DEFGRID3
* xyz -2 1
S -0.375 -0.689 -0.418
O -1.051 -1.894 0.122
O -1.440 0.290 -0.743
O 0.585 -0.190 0.546
O 0.373 -0.991 -1.666
C -2.855 -2.933 -0.527
C -1.622 -3.207 -1.435
O -2.156 -4.031 -2.451
C -3.404 -4.410 -2.156
O -4.173 -5.006 -2.906
O -3.805 -3.866 -0.962
H -3.324 -1.976 -0.756
H -2.669 -3.184 0.517
H -0.814 -3.686 -0.883
H -1.338 -2.186 -1.690
C -0.676 -0.939 2.389
C 0.530 -0.106 2.756
O 0.272 0.317 4.097
C -0.763 -0.328 4.616
O -1.093 -0.360 5.805
O -1.244 -1.191 3.689
H -0.582 -1.854 1.805
H -1.340 -0.331 1.775
H 0.723 0.758 2.120
H 1.416 -0.736 2.677
C 0.476 -2.486 -3.514
C 1.210 -3.063 -2.333
O 1.665 -4.329 -2.771
C 0.788 -4.722 -3.751
O 0.760 -5.834 -4.262
O 0.002 -3.693 -4.134
H 1.056 -1.803 -4.135
H -0.293 -1.859 -3.063
H 0.553 -3.009 -1.465
H 2.016 -2.381 -2.065
C -3.456 -0.550 2.189
C -2.957 -0.470 0.701
O -4.128 -0.897 0.019
C -4.871 -1.633 0.836
O -5.934 -2.145 0.555
O -4.411 -1.580 2.095
H -3.830 0.455 2.382
H -2.599 -0.778 2.824
H -2.027 -1.015 0.540
H -2.663 0.542 0.420
C 1.097 -2.624 0.977
C 2.047 -1.954 0.037
O 3.162 -1.833 0.943
C 3.164 -2.842 1.921
O 4.097 -3.218 2.596
O 1.905 -3.293 1.977
H 0.492 -3.298 0.370
H 0.465 -1.841 1.393
H 1.705 -1.003 -0.372
H 2.418 -2.682 -0.684
C -2.010 -0.574 -2.878
C -3.005 0.119 -1.874
O -4.241 -0.229 -2.513
C -4.026 -1.295 -3.333
O -4.999 -1.898 -3.835
O -2.743 -1.667 -3.378
H -1.125 -0.936 -2.355
H -1.608 0.057 -3.671
H -2.752 1.179 -1.845
H -3.062 -0.313 -0.875
C -0.398 1.693 -2.135
C 0.564 1.641 -0.977
O 1.241 2.871 -1.077
C 0.877 3.533 -2.174
O 1.022 4.763 -2.332
O 0.169 2.663 -2.904
H -1.399 2.027 -1.862
H -0.253 0.698 -2.556
H 1.299 0.837 -1.020
H 0.047 1.536 -0.024
C -1.396 2.468 0.574
C -0.365 2.027 1.606
O -1.243 1.747 2.654
C -2.380 2.405 2.528
O -3.171 2.517 3.414
O -2.405 2.998 1.367
H -1.721 1.643 -0.061
H -0.981 3.198 -0.121
H 0.403 2.757 1.861
H 0.017 1.097 1.184
C 1.799 -0.387 -3.055
C 2.332 1.049 -3.117
O 3.334 0.932 -4.125
C 3.518 -0.359 -4.577
O 4.338 -0.779 -5.347
O 2.565 -1.118 -4.023
H 0.771 -0.286 -3.401
H 1.876 -0.742 -2.028
H 2.752 1.357 -2.159
H 1.531 1.723 -3.417
C 4.357 -0.433 1.388
C 2.886 0.113 1.282
O 2.537 0.970 2.341
P 3.011 2.544 2.272
O 4.458 2.885 2.091
O 2.451 3.151 3.713
C 1.285 2.539 4.320
C 0.284 3.605 4.854
O 1.929 3.212 1.257
C 1.985 4.647 1.028
C 0.723 5.179 0.355
H 4.421 -1.179 2.180
H 4.542 -0.927 0.433
H 5.163 0.298 1.450
H 2.712 0.629 0.338
H 2.161 -0.701 1.252
H 0.753 1.977 3.553
H 1.665 1.864 5.087
H -0.500 2.994 5.300
H 0.739 4.115 5.703
H -0.020 4.333 4.101
H 2.206 5.129 1.980
H 2.837 4.744 0.355
H 0.801 6.262 0.263
H 0.467 4.713 -0.596
H -0.113 4.946 1.015
*
```

Values from the calculation:
Kohn-Sham gap in hartree: 0.3464
LUMO level in eV: 3.7
Relative energy (zero: lowest compared OMol25 entry of this formula, charge and spin) in eV: 36.003

These are the Löwdin partial charges, in e, on atoms 1 to 6: 0.57, -0.42, -0.53, -0.49, -0.54, -0.10

---

# 2
# C5H8O

C5H8O in the gas phase (wB97M-V/def2-TZVPD, the Open Molecules 2025 dataset).

The geometry in ORCA input format:
```
! RIJCOSX wB97M-V def2-TZVPD def2/J DEFGRID3
* xyz 0 1
C 0.793 -0.608 1.598
C -0.409 -0.011 0.958
O -1.541 0.012 1.562
C -0.588 0.641 -0.291
C 0.482 0.827 -1.321
C -0.563 -0.213 -1.555
H 1.212 -1.383 0.945
H 1.557 0.171 1.698
H 0.566 -1.026 2.580
H -1.854 0.661 0.625
H 1.493 0.476 -1.111
H 0.446 1.743 -1.905
H -1.343 -0.033 -2.291
H -0.250 -1.256 -1.490
*
```

Values from the calculation:
Kohn-Sham gap in hartree: 0.3318
LUMO level in eV: 0.8
Relative energy (zero: lowest compared OMol25 entry of this formula, charge and spin) in eV: 3.935
Structure (SMILES): CC(O)=C1CC1

These are the natural (NBO) partial charges, in e, on atoms 1 to 6: -0.71, 0.58, -0.62, -0.49, -0.42, -0.38

---

The lowest relative energy (zero: lowest compared OMol25 entry of this formula, charge and spin) belongs to which entry? C5H8O